# 1
{
  "formula": "C45H54BaN7O4S3",
  "method": "ωB97M-V with the def2-TZVPD basis set",
  "elements": ["C", "C", "C", "N", "O", "H", "H", "H", "C", "N", "H", "N", "H", "H", "H", "C", "H", "S", "H", "C", "H", "C", "C", "H", "H", "C", "H", "C", "H", "H", "H", "H", "H", "H", "H", "C", "C", "H", "H", "N", "H", "H", "H", "C", "C", "H", "C", "C", "C", "H", "N", "H", "C", "H", "H", "C", "H", "H", "C", "H", "O", "C", "H", "C", "C", "S", "C", "C", "C", "H", "C", "N", "H", "C", "H", "H", "C", "H", "C", "C", "H", "C", "C", "H", "H", "C", "H", "H", "C", "C", "H", "H", "C", "O", "H", "C", "H", "C", "O", "H", "C", "C", "N", "S", "H", "H", "H", "C", "C", "H", "H", "C", "C", "Ba"],
  "positions_angstrom": [[3.953231, -0.150322, 0.037654], [0.102661, 0.182237, 0.972393], [0.773391, 1.098961, 1.409496], [-4.623994, -2.344147, 3.326871], [-0.312451, -3.529853, -1.844451], [-2.939773, 3.388298, 1.500049], [-3.910930, -1.878591, -3.046850], [2.265286, -0.764426, -9.608495], [0.942184, -0.828473, -6.508764], [-1.397614, 1.881668, -2.247291], [1.868189, -2.274454, -2.574358], [-3.423898, 2.297336, -0.257690], [-3.676793, -2.308132, -1.481347], [-3.214598, 1.452235, -3.176937], [-3.431941, 0.113385, 8.861849], [1.798181, 3.329330, 1.225328], [-1.621345, 2.408940, 0.790385], [2.969952, -1.684765, 0.050634], [4.068209, -0.936607, -2.502198], [-3.651504, 0.109589, 6.722675], [-5.382970, 1.996262, -0.912958], [3.536197, 0.912037, -0.740810], [-1.525192, -3.612966, -1.602875], [5.129165, -2.474826, -0.731356], [2.637483, 0.800649, -1.326485], [-4.167439, -2.595770, 6.983308], [4.870265, -2.366121, -3.147471], [2.461591, 3.247881, 3.912385], [2.719132, 3.219363, 4.963048], [3.818985, -3.620525, -1.108735], [-4.983557, 1.334393, 0.671735], [-1.843466, 0.463580, -3.670570], [3.033020, -1.798605, 5.716855], [-3.898491, -2.302043, 9.076451], [1.594507, 1.288832, 3.910725], [-3.900291, -1.835378, 8.099222], [2.174691, -2.261001, 3.801990], [-1.959322, -3.191840, -3.674385], [-1.620710, 3.963430, -2.615388], [-4.422065, -2.798352, 4.626495], [-3.194985, -4.209426, -2.874178], [-0.090919, 0.763307, -5.559136], [-5.264327, 3.089852, 0.485257], [-4.838657, 2.185379, 0.011366], [1.722846, -0.436255, -8.734493], [0.218600, 0.742811, -2.855696], [4.255920, 2.093545, -0.727975], [2.714003, -2.445244, -3.238994], [0.494183, 1.267138, -7.574095], [6.631788, 1.256722, 1.526830], [-2.402598, -1.615902, 3.206444], [3.236536, 5.226408, 3.624044], [-2.152549, 1.472293, -3.409188], [-3.861206, 3.286362, -2.018266], [-2.931269, 1.603932, 1.627420], [2.128619, -1.835766, 5.123802], [1.532477, 3.366548, 0.177887], [2.598310, -0.578576, -4.333991], [1.015979, -2.365002, 3.062169], [-3.218460, 4.355603, -0.755162], [-2.028137, -3.730524, -0.477456], [-1.717987, 3.218267, -1.794751], [-1.985156, 2.139878, -4.279427], [1.476947, 2.192367, 1.976396], [-2.688956, 2.444664, 0.980855], [0.722632, -1.911719, -5.044022], [2.759572, 4.373901, 3.160088], [0.914099, -1.466995, 5.684885], [2.434295, 4.404272, 1.814066], [-0.997533, 3.486933, -1.020104], [4.016014, -2.026766, -2.549929], [-1.350626, -2.216269, 2.872028], [2.677948, 5.279526, 1.223055], [5.368655, 2.218188, 0.086198], [-3.460157, 1.170543, 6.628008], [0.548719, 1.873850, -1.539455], [4.123824, -2.576923, -1.138714], [2.052430, -2.257382, -7.650316], [-3.910802, -0.637402, 5.593414], [-2.513302, -3.348801, -2.746183], [5.911747, 3.151552, 0.112297], [1.613436, -1.270866, -7.634935], [-0.244544, -1.521453, 4.937676], [1.202162, 1.456067, -9.587051], [2.740155, -3.512768, -3.464192], [1.834825, 2.166711, 3.328979], [3.945530, 2.923146, -1.344764], [-1.196564, -1.245501, 5.363708], [0.022087, 1.744369, -2.482711], [-3.640769, -0.476630, 7.980672], [3.133366, -1.962949, -5.320484], [0.393424, 2.483734, -3.219822], [-3.625969, -1.850727, 2.662296], [-0.098451, -1.121287, -4.133758], [-4.370342, -3.655570, 7.070575], [1.145241, 0.823165, -8.712605], [3.124538, -2.531990, 3.358767], [5.071307, -0.037180, 0.845347], [1.774723, -1.381386, -0.721105], [0.063501, 2.255984, -7.538855], [-3.128324, 3.343812, -1.208765], [2.482012, -1.649457, -4.506573], [-3.201608, -2.126736, -2.362482], [-3.920382, -1.163745, 1.130802], [1.032626, -2.742324, 2.049491], [-3.922955, -0.176397, 4.618582], [0.871250, -1.146421, 6.717570], [0.398223, 0.441209, -6.467523], [5.774802, 1.154377, 0.875985], [-4.837147, -3.701529, 4.799989], [5.375388, -0.877511, 1.451975], [-0.210880, -1.981871, 3.614761], [-4.172323, -2.013066, 5.705563], [-1.184834, -1.581310, -0.342225]],
  "forces_ev_per_a": [[-0.18, -0.22, 0.22], [0.27, 0.41, 0.75], [0.48, 0.64, 0.22], [-0.23, -0.03, -0.29], [0.69, -0.12, -0.25], [-0.01, 0.03, 0.00], [0.18, 0.08, 0.18], [0.00, -0.08, -0.10], [-0.15, -0.38, 0.20], [0.11, 0.06, -0.04], [0.11, -0.13, -0.01], [-0.20, 0.17, -0.09], [-0.32, 0.03, 0.04], [-0.11, 0.03, -0.02], [0.02, 0.06, 0.04], [-0.04, -0.05, 0.04], [0.14, -0.01, 0.07], [2.16, 0.11, 0.03], [0.07, 0.04, -0.09], [-0.01, 0.00, 0.26], [-0.06, 0.00, -0.11], [-0.21, -0.16, -0.05], [-0.54, -3.17, -2.72], [0.00, -0.03, 0.12], [-0.19, 0.01, -0.07], [-0.01, -0.04, -0.11], [0.02, 0.06, 0.11], [0.09, 0.07, 0.10], [0.00, -0.01, 0.06], [-0.01, -0.16, 0.10], [-0.16, -0.02, 0.09], [-0.07, -0.08, -0.16], [0.04, 0.02, -0.01], [0.00, -0.03, 0.02], [-0.05, -0.10, 0.04], [-0.02, 0.04, 0.07], [0.24, -0.03, 0.16], [-0.05, 0.03, 0.11], [0.07, -0.09, 0.10], [0.66, -0.66, 0.05], [0.22, 0.13, 0.10], [-0.13, 0.03, 0.05], [0.02, 0.02, 0.01], [0.01, -0.02, 0.01], [0.06, -0.05, -0.04], [0.15, -0.05, -0.06], [0.09, 0.00, -0.01], [0.01, 0.09, 0.02], [0.04, 0.00, -0.02], [0.06, 0.00, 0.02], [3.22, 0.04, 1.71], [0.06, 0.05, 0.02], [0.02, 0.00, 0.14], [-0.04, 0.02, 0.03], [0.05, -0.03, 0.08], [0.00, 0.06, -0.08], [-0.05, -0.06, -0.07], [-0.15, 0.08, -0.08], [-0.59, 0.11, -0.04], [-0.04, -0.11, -0.10], [-1.10, -2.06, 0.79], [-0.25, 0.05, 0.19], [-0.03, 0.00, 0.02], [0.05, 0.14, 0.04], [0.05, -0.06, -0.06], [1.72, 0.35, -1.28], [0.12, 0.16, 0.09], [0.16, 0.06, 0.09], [0.07, 0.18, -0.01], [0.09, 0.01, -0.04], [-0.25, 0.00, -0.02], [-2.80, -0.18, -1.39], [-0.03, 0.01, -0.02], [0.04, 0.05, -0.02], [0.02, 0.04, -0.06], [0.12, 0.05, 0.09], [-0.40, 0.20, 0.33], [0.04, -0.17, -0.05], [-0.14, -0.16, -0.24], [0.06, -0.60, -0.40], [0.05, 0.07, 0.03], [0.01, -0.05, 0.01], [-0.25, -0.09, -0.42], [0.05, 0.06, -0.03], [-0.02, -0.09, -0.03], [0.00, -0.03, 0.00], [-0.10, 0.08, -0.04], [-0.14, 0.02, 0.08], [-0.08, 0.06, 0.05], [0.10, 0.15, 0.21], [0.03, 0.03, -0.18], [0.07, -0.03, -0.03], [-1.73, -0.45, -0.82], [-0.93, 0.47, 1.03], [0.00, -0.09, 0.05], [0.00, 0.10, -0.08], [0.00, -0.04, -0.04], [-0.10, -0.13, 0.01], [-1.48, 0.10, -0.74], [-0.06, 0.10, -0.02], [0.17, -0.11, -0.08], [-0.52, -0.52, 0.03], [-0.47, 0.29, -0.13], [-0.08, 0.30, -0.60], [0.00, -0.01, -0.07], [-0.01, 0.04, -0.02], [-0.02, 0.03, 0.02], [-0.09, -0.08, 0.30], [0.10, -0.01, 0.05], [-0.02, 0.25, -0.09], [0.08, -0.07, 0.18], [1.31, 0.38, 1.31], [0.02, 0.30, 0.22], [0.83, 4.25, 1.07]],
  "homo_ev": -4.171,
  "gap_ev": 6.060,
  "largest_force_ev_per_a": 4.461,
  "total_charge": -1,
  "de_lowest_ev": 3.8851
}

# 2
{
  "formula": "C45H54FIN5OSn",
  "method": "ωB97M-V with the def2-TZVPD basis set",
  "elements": ["H", "H", "C", "H", "H", "H", "C", "C", "C", "N", "C", "H", "H", "H", "H", "F", "H", "H", "C", "C", "H", "C", "H", "H", "C", "C", "C", "C", "C", "C", "C", "H", "C", "C", "H", "H", "H", "C", "H", "C", "H", "H", "H", "H", "H", "C", "H", "H", "C", "H", "C", "H", "H", "C", "N", "C", "C", "C", "H", "H", "H", "H", "I", "H", "C", "C", "H", "C", "H", "C", "C", "C", "C", "H", "H", "C", "H", "O", "C", "C", "H", "H", "H", "N", "C", "N", "H", "C", "H", "H", "C", "H", "H", "H", "C", "C", "H", "H", "C", "N", "C", "H", "C", "H", "H", "Sn", "H", "C"],
  "positions_angstrom": [[5.314761, 0.958130, -3.186944], [6.318919, 0.012709, -1.103361], [-0.810194, -2.692660, -0.882488], [6.170416, -0.550707, -3.533367], [-6.078721, -1.843102, 0.491077], [0.696751, 5.612958, 3.254782], [-0.305783, -3.811990, -1.636054], [5.916955, 2.057262, 1.397849], [1.455673, 6.128880, 1.307556], [0.214865, -1.818960, -0.642304], [0.898124, 2.777432, 1.318417], [-6.986651, 1.947790, 1.320543], [1.177463, 3.532217, -1.481954], [2.745954, -1.780398, 3.356307], [-0.871862, -5.137269, 3.572681], [1.485149, -6.012337, 4.143272], [0.850993, 0.973737, -4.729233], [-1.776710, -5.289822, -1.245205], [-1.267632, 2.448775, 1.593938], [-4.042758, -1.244096, 0.538272], [2.097496, -5.964851, -1.067383], [0.895743, 2.024820, -4.471653], [3.253344, -4.134747, 3.970411], [-3.327769, 4.694212, 1.100890], [2.936741, -0.504535, -0.660849], [2.227230, 2.564139, 0.972970], [-0.962135, 3.741079, 2.159523], [2.242704, -3.823369, 3.743243], [0.638319, -2.110916, 3.144681], [-6.131202, 1.511539, 0.805217], [0.866744, 2.169372, -2.960351], [5.941737, 2.278490, -0.751571], [0.329699, -0.689344, 2.840596], [4.121191, 1.351687, -0.162488], [1.445098, -5.062858, -3.318823], [2.678564, -3.820320, -3.183665], [6.709456, 2.780087, 1.591569], [2.776623, -5.334171, -1.641634], [1.997090, 5.673661, 0.476006], [5.317223, -0.117699, -3.011006], [-3.967827, -3.863883, 1.430748], [1.461942, 4.139855, -3.077736], [-1.394580, -2.776317, 2.975479], [4.817660, 3.360908, 0.061423], [-2.605215, -3.866890, -3.175626], [2.589014, -1.720659, -1.224327], [-5.714458, -4.135606, 1.384037], [-5.033999, -2.768236, -0.576319], [0.377636, 3.946815, 1.984950], [-3.559692, 6.012314, 2.257313], [1.201905, 5.113433, 2.427694], [-0.644310, -0.380072, 3.223474], [-0.443599, -5.836961, -2.246003], [1.211711, -4.740725, 3.802419], [-1.973954, -0.270871, 0.471832], [-1.968154, 4.641217, 2.800988], [5.403297, -0.420255, -1.507637], [-2.668445, -1.396856, 0.132177], [-2.814522, -3.304344, -0.746056], [2.049320, 6.962291, 1.682537], [6.356855, 1.059797, 1.381783], [-5.031852, -2.931756, 2.486790], [2.657700, 2.830657, -5.394430], [-1.457930, 5.366088, 3.435566], [5.217481, 2.345448, 0.060515], [-0.094199, -4.387007, 3.519918], [-6.029883, -0.217025, 2.084874], [1.947952, -2.512352, 3.407356], [0.515466, 6.527884, 0.926162], [-1.113214, -4.996242, -2.061865], [-2.126803, -2.506991, -0.496621], [4.223996, 0.135754, -0.776257], [-2.812966, 5.392454, 1.761724], [5.461684, -1.499804, -1.355744], [0.049513, 2.549995, -4.908571], [2.775713, 1.455110, 0.344456], [1.093159, -0.004578, 3.210046], [0.518183, 1.223466, -2.269282], [-1.936704, -4.715326, -3.325438], [-4.150477, -0.018670, 1.133702], [-1.280188, -4.481345, -4.163819], [-2.625581, 4.052642, 3.444425], [5.201755, 2.098784, 2.220473], [1.181693, 3.385132, -2.476800], [1.340040, -2.318480, -1.236889], [2.101035, 0.307796, 0.044334], [4.400936, -0.531954, -3.433794], [-5.092674, -2.300551, 0.408739], [-5.079993, 1.145672, 2.651500], [3.352313, -4.731344, -0.938151], [1.017297, -3.569548, -1.874613], [-3.315470, 2.383690, 2.066200], [3.380281, -2.247755, -1.740885], [-2.180841, 6.035380, 1.149118], [1.987639, -4.438946, -2.607849], [-4.941161, -3.375649, 1.494777], [3.463853, -5.978301, -2.189655], [2.912351, 3.372855, 1.195619], [-2.510835, 1.833987, 1.595620], [-0.124986, 1.905144, 1.080089], [-2.844374, 0.589759, 1.082689], [-5.495200, 2.321368, 0.445454], [-5.366504, 0.585341, 1.759253], [2.158951, 4.751482, 2.809615], [-2.536457, -5.585366, -3.591468], [0.146385, -0.177576, 0.701949], [-6.496172, 0.958029, -0.060106], [-0.372780, -3.070944, 3.192432]],
  "forces_ev_per_a": [[-0.03, 0.01, -0.02], [0.01, -0.06, 0.05], [0.00, -0.02, -0.02], [-0.03, 0.01, -0.05], [-0.01, -0.01, -0.09], [0.05, -0.02, 0.04], [0.14, -0.04, 0.07], [0.01, 0.11, -0.13], [-0.01, -0.01, 0.10], [-0.01, 0.51, 0.31], [-0.01, 0.04, -0.05], [-0.02, 0.03, -0.06], [-0.06, -0.03, 0.10], [0.02, -0.01, 0.06], [0.00, 0.01, 0.00], [0.00, -0.02, -0.02], [0.00, 0.00, 0.05], [0.02, -0.06, 0.00], [0.07, 0.07, -0.05], [0.01, 0.07, 0.00], [0.02, -0.01, 0.03], [0.13, 0.04, -0.01], [-0.01, -0.02, -0.01], [-0.01, 0.03, -0.03], [0.11, 0.09, -0.04], [0.08, 0.08, 0.03], [0.02, -0.04, 0.04], [0.04, -0.11, 0.00], [0.09, -0.21, 0.11], [0.01, -0.06, 0.11], [-0.07, -0.21, -0.21], [-0.03, 0.08, -0.04], [-0.11, 0.23, -1.08], [0.10, -0.11, 0.04], [0.02, 0.04, -0.06], [-0.03, -0.02, -0.07], [0.00, -0.01, 0.01], [-0.03, 0.04, -0.13], [-0.01, 0.00, -0.02], [0.10, -0.09, 0.13], [0.01, -0.01, 0.02], [0.08, -0.05, -0.04], [-0.02, -0.02, 0.04], [0.04, 0.02, -0.08], [-0.01, 0.01, -0.03], [0.05, -0.08, -0.02], [0.02, -0.02, 0.05], [-0.06, 0.05, -0.03], [-0.02, -0.07, 0.12], [-0.01, 0.02, -0.04], [0.00, 0.04, -0.20], [0.03, 0.01, 0.10], [-0.02, -0.03, 0.06], [-0.01, 0.13, -0.06], [0.45, 0.10, -0.11], [-0.08, 0.07, -0.25], [-0.14, 0.09, -0.20], [-0.07, 0.04, 0.02], [0.00, -0.01, 0.05], [0.01, 0.01, -0.05], [0.00, 0.00, 0.05], [0.00, -0.02, 0.01], [-0.15, -0.09, 0.05], [-0.01, -0.05, 0.07], [-0.05, -0.16, 0.21], [-0.01, -0.13, 0.02], [0.02, 0.02, 0.08], [-0.12, 0.05, -0.06], [0.00, -0.01, -0.03], [-0.09, 0.17, -0.16], [-0.02, -0.08, -0.04], [-0.02, 0.08, 0.03], [0.04, -0.05, 0.14], [0.06, 0.01, 0.06], [0.02, 0.01, -0.03], [0.00, 0.08, -0.06], [-0.01, 0.00, 0.06], [0.04, 0.16, 0.08], [0.05, -0.07, 0.08], [0.02, -0.16, 0.06], [-0.02, 0.02, -0.02], [0.03, 0.03, 0.07], [0.02, -0.01, 0.03], [-0.07, 0.03, 0.23], [0.05, -0.07, 0.03], [-0.49, -0.11, 0.04], [0.00, 0.02, -0.05], [0.11, -0.07, 0.16], [-0.02, -0.07, 0.05], [0.00, -0.03, 0.03], [-0.13, 0.01, -0.05], [0.00, 0.01, -0.02], [-0.02, -0.01, -0.02], [-0.02, 0.01, -0.03], [0.05, -0.08, 0.23], [-0.09, 0.05, -0.11], [0.02, 0.00, 0.03], [-0.01, -0.02, 0.00], [-0.11, 0.00, 0.08], [0.04, -0.34, -0.18], [-0.02, 0.00, 0.03], [0.00, 0.00, -0.01], [-0.03, 0.14, -0.20], [-0.02, 0.03, 0.08], [-0.01, 0.02, -0.03], [0.05, -0.09, 0.63], [0.01, 0.02, -0.02], [0.08, 0.12, -0.05]],
  "homo_ev": -9.666,
  "gap_ev": 5.780,
  "largest_force_ev_per_a": 1.106,
  "total_charge": 1
}